(1)
36
Properties=species:S:1:pos:R:3:forces:R:3:lowdin_charge:R:1 method="wB97M-V/def2-TZVPD" lumo_ev=-2.98 energy_ev=-23335.9604 homo_lumo_gap_ev=9.3 charge=+1
C -2.6216 -4.5410 -3.1391 -1.6 -2.6 -1.0 -0.09
O -1.8613 -3.5338 -3.8057 -0.5 1.8 1.7 -0.03
C -1.7875 -2.3865 -3.0388 1.2 2.6 1.0 -0.30
C -1.5368 -0.9914 -3.4401 -0.4 -3.5 -6.0 0.03
C -1.4097 -0.2311 -2.4118 0.3 3.8 1.8 -0.30
C -1.3315 1.3267 -2.4000 1.0 -1.0 -1.6 -0.07
O -0.0730 1.9802 -2.0033 -2.0 -1.7 2.3 -0.10
N -0.1124 1.6547 -0.6194 2.2 2.0 1.6 0.06
C 0.6122 2.4680 0.1001 -0.8 -1.5 -2.2 -0.07
C 0.8899 2.3030 1.5449 -2.2 1.0 0.6 -0.24
C -0.1329 1.3666 2.3213 -1.3 0.7 0.3 -0.01
N 0.8643 0.5886 3.0942 -1.5 -1.8 2.3 -0.14
C 1.5206 -0.5556 2.3784 0.2 0.1 -1.5 -0.06
C 2.3956 0.2614 1.4084 3.1 -0.4 1.7 -0.11
C 2.2455 1.7198 1.8834 1.3 -0.5 0.4 -0.22
C 1.9874 1.4259 3.3960 3.8 1.6 -0.5 -0.08
O -1.5915 -0.9305 -1.2958 0.0 -2.3 -0.6 0.00
N -1.7711 -2.3014 -1.7421 -0.6 -1.4 2.1 0.15
H -2.3013 -4.8281 -2.1685 1.0 0.3 0.9 0.06
H -2.6001 -5.5393 -3.7153 0.3 1.9 0.3 0.12
H -3.7030 -4.3163 -2.9992 0.7 0.5 -0.5 0.10
H -1.5171 -0.8217 -4.5165 0.2 0.8 0.5 0.13
H -1.3156 1.6279 -3.4344 -0.7 -0.1 -0.5 0.12
H -2.2070 1.7132 -1.8881 0.2 0.3 0.2 0.13
H 1.1738 3.2527 -0.3883 0.0 0.3 -0.3 0.14
H 0.7706 3.3070 2.0057 0.4 -0.4 -0.3 0.16
H -0.6376 0.7031 1.5961 0.1 0.2 0.5 0.12
H -0.9787 1.8112 3.1155 2.6 -0.8 -2.4 0.21
H 0.5135 0.2126 3.9508 -0.9 -0.2 0.7 0.18
H 0.7922 -1.1137 1.7385 0.4 0.0 1.4 0.16
H 2.1676 -1.0987 3.1308 -1.3 0.2 -1.0 0.16
H 3.4969 -0.0572 1.5983 -1.7 0.6 -0.5 0.16
H 2.2062 0.0558 0.4033 -0.5 -0.1 -1.6 0.09
H 3.1552 2.3183 1.6268 -1.1 -0.2 0.3 0.18
H 1.8887 2.4330 3.9231 -0.5 -1.9 -0.1 0.18
H 2.8095 0.7164 3.7907 -1.2 1.7 -0.1 0.17



(2)
32
Properties=species:S:1:pos:R:3:forces:R:3:lowdin_charge:R:1 method="wB97M-V/def2-TZVPD" multiplicity=10 lumo_ev="2.71 / 1.02" s_squared=24.77 energy_ev=-60407.0256 homo_lumo_gap_ev="2.2 / 6.8" relative_energy_ev=1.7015 charge=-1
Ir 1.7605 -0.8511 -0.7760 2.2 -1.4 -1.7 0.74
Cl 1.6139 -2.6860 1.0011 0.1 -2.6 0.2 0.04
C 2.8584 0.1459 -2.1793 1.2 -0.2 -1.0 -0.35
C 1.4847 -2.3974 -2.1107 0.1 -0.4 -1.7 -0.41
H 2.9682 -0.3986 -3.1325 -0.1 0.5 0.3 -0.02
H 2.2716 1.0727 -2.2864 0.0 0.1 -0.3 -0.05
H 3.8550 0.4140 -1.7797 -0.4 -0.1 -0.4 -0.02
H 1.6028 -2.0763 -3.1579 -0.1 -0.1 0.2 -0.02
H 0.4693 -2.8020 -2.0373 0.0 -0.2 0.2 -0.02
H 2.2130 -3.2172 -1.9952 -0.3 0.2 0.3 -0.01
Fe 1.4771 -0.6184 1.5114 -2.0 0.6 3.9 0.37
C 2.7507 0.5978 0.4247 1.4 0.9 -0.8 -0.46
C 0.0012 -0.1459 -0.1972 -5.3 0.9 0.8 -0.43
H 2.4451 1.4834 -0.1336 0.2 0.4 0.3 0.01
H 2.5960 0.7909 1.4907 0.7 1.0 0.4 -0.08
H 3.7989 0.3540 0.2526 0.0 0.4 0.4 0.01
H -0.5635 -0.9483 -0.7207 -0.1 0.6 -0.2 0.06
H -0.1650 0.8560 -0.6349 0.3 -0.5 -0.2 0.05
C -3.1420 -0.2857 0.5320 0.0 -0.4 -0.1 -0.05
C -2.0777 0.5920 1.1663 -0.3 0.2 0.3 -0.66
C -2.0662 1.9436 0.4713 0.1 0.1 -0.1 -0.08
C -2.3995 0.7858 2.6485 0.4 -0.1 0.3 -0.05
O -0.7982 -0.0805 1.1418 1.5 -0.1 -0.5 -0.32
H -4.1199 0.1881 0.6094 0.0 0.1 -0.1 0.08
H -3.2144 -1.2330 1.0636 0.1 -0.1 0.0 0.09
H -2.9193 -0.4948 -0.5170 -0.1 0.1 0.0 0.08
H -3.0411 2.4256 0.6105 0.2 0.0 0.0 0.09
H -1.2827 2.5901 0.8784 -0.1 0.0 -0.1 0.09
H -1.9155 1.8211 -0.6028 0.0 0.2 0.0 0.06
H -2.4068 -0.1864 3.1632 0.0 0.3 -0.1 0.09
H -1.6305 1.4208 3.1202 -0.3 -0.3 -0.2 0.09
H -3.3811 1.2590 2.7874 0.2 -0.1 -0.1 0.08



(3)
7
Properties=species:S:1:pos:R:3:forces:R:3:lowdin_charge:R:1 method="wB97M-V/def2-TZVPD" lumo_ev=-0.63 energy_ev=-11083.9381 homo_lumo_gap_ev=9.8 relative_energy_ev=6.6117
C 0.8453 -0.6679 -0.7917 -0.2 -1.4 -2.1 -0.01
N -1.2541 -0.5795 0.4350 2.8 -2.9 1.0 0.22
N 2.0936 -1.0135 -0.3017 -0.4 0.8 0.3 0.22
N -2.0261 0.1078 0.1016 -3.2 2.6 0.5 -0.26
N 1.5510 0.1564 -0.0174 0.6 -2.6 -0.6 -0.38
O -2.9199 0.8721 -0.0132 -0.3 0.4 -1.0 0.09
O 1.7102 1.1247 0.5875 0.7 3.1 1.9 0.12



(4)
12
Properties=species:S:1:pos:R:3:forces:R:3:lowdin_charge:R:1 method="wB97M-V/def2-TZVPD" lumo_ev="-1.20 / -1.20" energy_ev=-6313.0133 homo_lumo_gap_ev="7.0 / 7.1" relative_energy_ev=6.1869
C -0.0243 1.5876 0.1287 0.0 0.0 0.0 -0.04
C -0.0500 0.0885 -0.0046 0.1 0.0 0.0 -0.29
C -0.8116 -0.6565 0.8577 0.0 -0.2 -0.1 -0.23
C -1.1871 -2.0192 0.6366 0.3 0.4 0.4 0.10
C 0.8125 -0.4788 -0.9950 0.3 -0.1 -0.3 -0.09
C 1.6950 -0.8511 -1.7317 -0.5 0.1 0.3 0.17
H -0.3137 2.0343 -0.8299 0.1 -0.1 0.1 0.10
H -0.7440 1.8998 0.8902 0.2 0.0 -0.1 0.08
H 0.9702 1.9672 0.3841 -0.1 -0.1 -0.1 0.09
H -1.1484 -0.0740 1.7200 -0.3 -0.1 -0.1 0.09
H -1.6933 -2.3408 1.5749 0.1 -0.1 -0.3 -0.01
H 2.4729 -1.2185 -2.3684 -0.2 0.1 0.1 0.04